{
  "formula": "C11H10NO",
  "method": "ωB97M-V/def2-TZVPD",
  "homo_ev": -12.89,
  "max_force_ev_per_a": 0.6,
  "gap_ev": 8.3,
  "total_energy_ha": -554.93125,
  "charge": 1,
  "smiles": "O=CCc1ccc2cc[nH+]cc2c1",
  "multiplicity": 1,
  "symbols": ["O", "C", "C", "C", "C", "C", "C", "C", "C", "N", "C", "C", "C", "H", "H", "H", "H", "H", "H", "H", "H", "H", "H"],
  "xyz": [[3.9990, 0.5954, 0.6531], [3.8473, 0.4764, -0.5350], [2.7312, -0.3752, -1.0996], [1.3697, -0.0174, -0.5544], [1.0555, 1.3022, -0.1316], [-0.1723, 1.6419, 0.3523], [-1.1818, 0.6687, 0.4468], [-2.4754, 0.9428, 0.9463], [-3.3998, -0.0368, 1.0149], [-3.0748, -1.2947, 0.5964], [-1.8836, -1.6128, 0.1189], [-0.8821, -0.6531, 0.0203], [0.4009, -0.9730, -0.4753], [4.5569, 0.9467, -1.2321], [2.9583, -1.3907, -0.7738], [2.7197, -0.3531, -2.1872], [1.8193, 2.0635, -0.1852], [-0.3766, 2.6523, 0.6715], [-2.7225, 1.9398, 1.2753], [-4.3980, 0.1145, 1.3878], [-3.7817, -2.0145, 0.6598], [-1.7182, -2.6341, -0.1876], [0.6090, -1.9886, -0.7815]]
}